1.
Entry from the Open Molecules 2025 dataset: a molecular structure, C15H20N2O2Sn (ωB97M-V/def2-TZVPD).

Calculated values
frontier orbital gap = 5.65 eV
highest occupied orbital energy = -16.232 eV
energy relative to the best compared isomer or geometry (same formula, charge and spin) = 0.0 kJ/mol
2S+1 = 1
total charge = +2

Last column: Mulliken charge in e.
Element x y z (Å)
1 C 0.76 1.97 4.85  -0.60
2 C 0.68 0.58 5.46  -0.77
3 H 1.80 2.26 4.68  0.28
4 H 0.32 2.72 5.52  0.31
5 H 0.24 2.03 3.89  0.05
6 H 0.95 -0.19 4.74  0.15
7 H 1.35 0.48 6.32  0.34
8 H -0.34 0.36 5.82  0.27
9 C 1.27 1.95 -2.24  -0.07
10 C 1.86 2.16 -3.50  -0.77
11 C 2.10 1.05 -4.32  -0.39
12 C 1.71 -0.21 -3.87  -0.79
13 H 1.02 2.80 -1.60  0.45
14 H 2.11 3.17 -3.80  0.41
15 H 2.56 1.17 -5.30  0.47
16 H 1.80 -1.09 -4.51  0.35
17 N 1.00 0.72 -1.77  0.11
18 C 1.16 -0.35 -2.59  0.72
19 C 0.69 -1.66 -2.09  0.72
20 N 0.11 -1.71 -0.86  0.03
21 C -0.36 -2.87 -0.37  -0.01
22 C 0.41 -4.06 -2.31  -0.46
23 C -0.20 -4.08 -1.05  -0.90
24 H -0.84 -2.82 0.60  0.47
25 H -0.56 -4.99 -0.58  0.43
26 C 0.83 -2.84 -2.84  -0.73
27 H 1.28 -2.78 -3.84  0.34
28 H 0.56 -4.98 -2.87  0.47
29 Sn 0.11 0.19 0.47  1.19
30 C -1.12 -0.84 2.00  -1.28
31 H -0.50 -1.61 2.47  0.50
32 H -2.03 -1.29 1.59  0.51
33 H -1.38 -0.08 2.75  0.38
34 C -3.35 2.42 -0.22  -1.08
35 C -2.02 1.77 0.01  1.01
36 O -1.15 2.28 0.80  -0.56
37 O -1.80 0.64 -0.59  -0.56
38 H -3.47 3.31 0.40  0.37
39 H -4.15 1.71 0.00  0.33
40 H -3.42 2.72 -1.27  0.32


2.
Entry from the Open Molecules 2025 dataset: a single C15H20N2O5S molecule (ωB97M-V/def2-TZVPD).

Calculated values
frontier orbital gap = 10.18 eV
highest occupied orbital energy = -9.696 eV
energy relative to the best compared isomer or geometry (same formula, charge and spin) = 150.7 kJ/mol
2S+1 = 1
total charge = 0
structure (SMILES) = CCOC(=O)C[C@@H]1C(=O)NCCN1S(=O)(=O)c1ccc(C)cc1

Last column: Mulliken charge in e.
Element x y z (Å)
1 C -1.26 0.46 -3.02  -0.83
2 C -0.10 1.37 -2.67  -0.48
3 H 0.66 1.35 -3.47  0.41
4 H -0.43 2.40 -2.51  0.35
5 O 0.52 0.99 -1.44  -0.24
6 C 1.32 -0.07 -1.44  0.67
7 O 1.66 -0.66 -2.43  -0.62
8 C 1.71 -0.43 -0.02  -0.84
9 H 1.49 0.41 0.63  0.08
10 H 2.78 -0.68 0.03  0.70
11 C 0.89 -1.69 0.36  0.30
12 N -0.45 -1.56 -0.21  0.31
13 S -1.61 -0.96 0.88  1.23
14 O -2.77 -0.70 0.09  -0.72
15 O -1.73 -1.88 1.98  -0.73
16 C -0.96 0.58 1.49  -0.29
17 C -1.21 1.74 0.80  -0.13
18 C -0.70 2.94 1.27  -0.98
19 C 0.04 2.98 2.45  0.96
20 C 0.25 1.80 3.15  -0.79
21 C -0.25 0.60 2.68  -0.15
22 H -0.11 -0.32 3.23  0.48
23 H 0.81 1.82 4.08  0.42
24 C 0.58 4.27 2.98  -1.52
25 H -0.04 4.62 3.81  0.31
26 H 0.58 5.04 2.21  0.37
27 H 1.59 4.14 3.35  0.38
28 H -0.89 3.86 0.73  0.38
29 H -1.80 1.70 -0.10  0.59
30 C -0.98 -2.78 -0.80  -1.03
31 C 0.01 -3.32 -1.82  -0.58
32 N 1.23 -3.63 -1.12  -0.09
33 C 1.71 -2.90 -0.10  -0.35
34 O 2.76 -3.16 0.45  -0.68
35 H 1.83 -4.36 -1.47  0.27
36 H 0.19 -2.58 -2.60  0.15
37 H -0.39 -4.24 -2.27  0.49
38 H -1.17 -3.53 -0.02  0.42
39 H -1.93 -2.51 -1.26  0.53
40 H 0.83 -1.76 1.45  0.47
41 H -1.91 0.32 -2.16  0.19
42 H -1.83 0.88 -3.84  0.44
43 H -0.89 -0.52 -3.32  0.16


3.
Entry from the Open Molecules 2025 dataset: a single C15H20N4O3S2 molecule (ωB97M-V/def2-TZVPD).

Calculated values
frontier orbital gap = 9.07 eV
highest occupied orbital energy = -8.737 eV
energy relative to the best compared isomer or geometry (same formula, charge and spin) = 236.0 kJ/mol
2S+1 = 1
total charge = 0
structure (SMILES) = CCC(CC)C(=O)Nc1nnc(S(=O)(=O)Nc2ccccc2C)s1

Last column: Mulliken charge in e.
Element x y z (Å)
1 C 3.65 4.33 0.07  -1.45
2 C 2.47 3.36 0.08  -0.61
3 H 2.84 2.38 0.40  0.45
4 H 1.74 3.71 0.81  0.26
5 C 1.83 3.22 -1.31  0.55
6 C 0.98 1.98 -1.46  0.11
7 O 0.88 1.36 -2.50  -0.70
8 N 0.28 1.58 -0.35  -0.02
9 C -0.55 0.51 -0.39  0.28
10 N -1.25 0.11 0.63  -0.84
11 N -1.99 -0.95 0.35  0.12
12 C -1.87 -1.36 -0.87  0.33
13 S -0.77 -0.44 -1.84  -0.05
14 S -2.74 -2.80 -1.48  1.14
15 O -4.12 -2.47 -1.68  -0.66
16 O -1.99 -3.31 -2.57  -0.62
17 N -2.68 -3.82 -0.17  -0.35
18 C -1.46 -3.98 0.50  0.10
19 C -0.33 -4.30 -0.25  -0.34
20 C 0.90 -4.46 0.37  -0.69
21 C 1.00 -4.31 1.74  -0.63
22 C -0.13 -3.99 2.48  -0.72
23 C -1.36 -3.81 1.88  1.17
24 C -2.56 -3.42 2.69  -1.66
25 H -3.35 -4.17 2.61  0.39
26 H -2.95 -2.46 2.34  0.36
27 H -2.30 -3.32 3.74  0.39
28 H -0.04 -3.87 3.55  0.34
29 H 1.95 -4.44 2.24  0.39
30 H 1.77 -4.71 -0.22  0.40
31 H -0.43 -4.41 -1.32  0.53
32 H -3.47 -3.64 0.44  0.37
33 H 0.34 2.09 0.52  0.25
34 H 2.63 3.12 -2.05  0.44
35 C 0.98 4.44 -1.74  -0.69
36 C -0.27 4.68 -0.89  -1.10
37 H -0.95 3.84 -0.96  0.27
38 H -0.78 5.56 -1.26  0.40
39 H -0.02 4.85 0.15  0.27
40 H 1.62 5.33 -1.70  0.37
41 H 0.68 4.29 -2.77  0.39
42 H 4.11 4.37 1.05  0.39
43 H 4.40 4.01 -0.65  0.36
44 H 3.32 5.34 -0.20  0.33


4.
Entry from the Open Molecules 2025 dataset: 6 unconnected molecules or ions with the total composition C15H20N6 (ωB97M-V/def2-TZVPD).

Calculated values
frontier orbital gap = 10.37 eV
highest occupied orbital energy = -10.211 eV
energy relative to the best compared isomer or geometry (same formula, charge and spin) = 228.8 kJ/mol
2S+1 = 1
total charge = 0
structure (SMILES) = c1ccncc1.CC#N.CC#N.CC#N.CC#N.CC#N

Last column: Mulliken charge in e.
Element x y z (Å)
1 C -0.75 0.96 -3.94  -0.81
2 C -0.97 2.08 -3.05  0.49
3 N -1.15 2.98 -2.29  -0.46
4 H -1.62 0.92 -4.59  0.29
5 H -0.75 0.01 -3.40  0.23
6 H 0.11 1.04 -4.60  0.31
7 C 2.71 -2.90 -0.28  -0.06
8 C 3.91 -2.71 -1.05  0.17
9 N 4.90 -2.59 -1.63  -0.40
10 H 2.14 -3.75 -0.66  -0.06
11 H 2.19 -1.94 -0.29  -0.01
12 H 3.06 -3.17 0.72  0.26
13 C -0.81 -5.04 -0.78  -0.13
14 C -0.48 -6.21 -1.61  0.29
15 N -0.20 -7.16 -2.23  -0.38
16 H 0.15 -4.54 -0.65  -0.25
17 H -1.18 -5.40 0.18  0.26
18 H -1.61 -4.40 -1.15  0.28
19 C -3.29 3.46 0.60  -0.36
20 C -3.50 3.92 2.00  0.25
21 N -3.72 4.20 3.08  -0.37
22 H -3.54 4.24 -0.12  0.32
23 H -3.83 2.58 0.26  0.29
24 H -2.23 3.23 0.56  -0.08
25 C -1.04 0.89 -0.01  -0.82
26 C -0.79 -0.53 -0.26  0.23
27 N -0.55 -1.65 -0.48  -0.40
28 H -0.15 1.45 -0.31  0.19
29 H -1.07 1.15 1.04  0.36
30 H -1.92 1.30 -0.50  0.39
31 N 2.15 0.68 1.28  -0.35
32 C 1.95 1.97 0.98  -0.66
33 C 1.37 2.81 1.86  -0.21
34 C 0.90 2.29 3.07  -0.25
35 C 1.09 0.94 3.36  -0.46
36 C 1.64 0.16 2.40  -0.10
37 H 2.44 2.36 0.09  0.44
38 H 1.39 3.89 1.75  0.44
39 H 0.43 2.88 3.84  0.42
40 H 0.84 0.53 4.33  0.40
41 H 1.79 -0.91 2.48  0.34


5.
Entry from the Open Molecules 2025 dataset: 5 unconnected molecules or ions with the total composition C15H20O15 (ωB97M-V/def2-TZVPD).

Calculated values
frontier orbital gap = 10.52 eV
highest occupied orbital energy = -10.719 eV
energy relative to the best compared isomer or geometry (same formula, charge and spin) = 45.9 kJ/mol
2S+1 = 1
total charge = 0
structure (SMILES) = O=C1OCCO1.O=C1OCCO1.O=C1OCCO1.O=C1OCCO1.O=C1OCCO1

Last column: Mulliken charge in e.
Element x y z (Å)
1 C 2.57 -4.81 -0.32  -0.16
2 C 2.20 -3.56 -1.13  0.21
3 O 0.84 -3.72 -1.53  -0.36
4 C 0.35 -4.83 -0.92  0.68
5 O -0.75 -5.26 -1.08  -0.53
6 O 1.29 -5.46 -0.20  -0.34
7 H 2.90 -4.57 0.69  0.15
8 H 3.26 -5.44 -0.86  0.26
9 H 2.90 -3.26 -1.91  0.35
10 H 2.28 -2.67 -0.50  -0.18
11 C -4.87 3.87 0.94  -0.29
12 C -4.02 2.93 0.11  0.10
13 O -4.89 1.83 -0.12  -0.33
14 C -5.94 1.88 0.70  0.66
15 O -6.78 1.05 0.81  -0.52
16 O -5.87 3.01 1.48  -0.34
17 H -5.37 4.68 0.40  0.25
18 H -4.31 4.37 1.73  0.27
19 H -3.19 2.59 0.75  0.02
20 H -3.56 3.24 -0.82  0.16
21 C -0.16 4.32 -4.77  -0.38
22 C 0.29 2.88 -4.48  -0.37
23 O 0.17 2.79 -3.06  -0.17
24 C -0.68 3.73 -2.63  0.58
25 O -1.07 3.86 -1.51  -0.48
26 O -0.89 4.65 -3.60  -0.34
27 H -0.62 4.39 -5.75  0.33
28 H 0.75 4.93 -4.84  0.27
29 H 1.32 2.66 -4.76  0.30
30 H -0.43 2.16 -4.88  0.28
31 C 0.63 1.70 -0.03  0.06
32 C 0.78 0.45 -0.91  -0.14
33 O 1.68 -0.39 -0.15  -0.28
34 C 1.96 0.19 1.04  0.46
35 O 2.58 -0.36 1.90  -0.54
36 O 1.35 1.37 1.18  -0.35
37 H -0.41 1.89 0.23  0.07
38 H 1.13 2.54 -0.49  0.14
39 H 1.39 0.70 -1.77  0.23
40 H -0.16 -0.06 -1.10  0.30
41 C 2.67 -2.91 3.38  0.39
42 C 1.56 -2.20 4.20  -0.23
43 O 1.51 -2.99 5.39  -0.39
44 C 2.21 -4.13 5.24  0.61
45 O 2.26 -5.05 6.00  -0.53
46 O 2.77 -4.15 4.04  -0.38
47 H 3.67 -2.47 3.42  0.27
48 H 2.38 -3.06 2.34  -0.32
49 H 0.58 -2.23 3.71  0.27
50 H 1.72 -1.15 4.44  0.27


6.
Entry from the Open Molecules 2025 dataset: a molecular structure, C15H21AsCrF6N3O4S3 (ωB97M-V/def2-TZVPD).

Calculated values
frontier orbital gap (alpha / beta) = 8.49 / 8.59 eV
highest occupied orbital energy (alpha / beta) = -11.481 / -11.502 eV
energy relative to the best compared isomer or geometry (same formula, charge and spin) = 62.2 kJ/mol
2S+1 = 5
total charge = +1
<S²> = 6.02

Last column: Mulliken spin population.
Element x y z (Å)
1 Cr 1.15 -0.59 0.22  3.99
2 F 5.42 1.30 1.45  0.00
3 C 4.52 1.03 0.53  0.01
4 F 4.88 1.58 -0.62  0.00
5 F 3.35 1.60 0.90  0.01
6 S 4.06 -0.77 0.37  0.00
7 O 3.02 -0.71 -0.64  -0.02
8 O 5.17 -1.60 0.10  0.00
9 N 3.40 -0.88 1.80  0.03
10 S 2.48 -2.08 2.14  0.01
11 O 2.99 -3.17 2.88  0.00
12 O 1.63 -2.44 1.01  0.01
13 C 1.28 -1.15 3.26  0.01
14 F 1.67 -1.02 4.50  0.00
15 F 0.09 -1.76 3.22  0.00
16 F 1.09 0.09 2.74  0.00
17 C 1.66 3.07 -1.22  0.01
18 As 0.57 1.62 -0.43  -0.12
19 C -0.05 2.63 1.12  0.03
20 C -1.03 1.71 -1.64  0.02
21 C -1.94 2.87 -1.37  0.00
22 C -1.78 4.09 -2.02  0.00
23 C -2.64 5.15 -1.76  0.00
24 C -3.66 5.01 -0.83  0.00
25 C -3.82 3.81 -0.17  0.00
26 C -2.97 2.74 -0.44  0.00
27 H 1.01 3.93 -1.40  0.00
28 H 2.12 2.75 -2.16  0.00
29 H 2.44 3.37 -0.53  0.00
30 H -0.48 3.59 0.82  0.00
31 H 0.80 2.80 1.78  0.00
32 H -0.81 2.04 1.64  0.00
33 H -1.57 0.77 -1.48  0.00
34 H -0.66 1.73 -2.68  0.00
35 H -1.00 4.20 -2.76  0.00
36 H -2.53 6.08 -2.29  0.00
37 H -4.32 5.84 -0.63  0.00
38 H -4.61 3.70 0.56  0.00
39 H -3.12 1.79 0.06  0.00
40 S -1.14 -1.23 0.54  -0.01
41 C -1.02 -2.87 0.03  0.02
42 N -0.94 -3.84 0.93  0.00
43 C -0.91 -5.25 0.58  0.00
44 C -1.72 -5.45 -0.69  0.00
45 C -1.19 -4.52 -1.78  0.00
46 N -1.13 -3.16 -1.26  0.01
47 H -0.82 -3.58 1.90  0.00
48 H -1.34 -5.81 1.41  0.00
49 H 0.12 -5.58 0.44  0.00
50 H -2.77 -5.21 -0.49  0.00
51 H -1.67 -6.49 -1.02  0.00
52 H -1.86 -4.52 -2.64  0.00
53 H -0.20 -4.84 -2.11  0.00
54 H -1.23 -2.39 -1.91  0.01


no.,strongest force on any atom (eV/Å)
1,5.04
2,1.08
3,1.48
4,4.51
5,2.17
6,3.21